Record 1
Density functional theory data (the ωB97M-V functional and the def2-TZVPD basis) for a 2-piece molecular cluster, C3H9NO overall.

```
14
Properties=species:S:1:pos:R:3
C -1.59 0.83 -1.08
N -0.45 0.76 -0.49
C 0.41 -0.43 -0.84
C 0.68 -1.40 0.37
H -1.71 0.65 -2.21
H -2.48 1.06 -0.53
H -0.12 -0.97 -1.65
H 1.34 -0.06 -1.21
H 0.96 -2.52 0.18
H 1.47 -0.82 1.02
H -0.20 -1.37 1.03
O 0.97 1.39 1.80
H 0.28 1.39 1.09
H 0.44 1.48 2.55
```

The energy relative to the best compared isomer or geometry (same formula, charge and spin) comes out at 2.668 eV. The value obtained for the highest occupied orbital energy is -0.347 Ha. As for the spin multiplicity: 1. Its structure (SMILES) is C=NCC.O.

---

Record 2
Density functional theory data (the ωB97M-V functional and the def2-TZVPD basis) for C18H39IN4O3SSiTl as an isolated structure.

```
68
Properties=species:S:1:pos:R:3
Tl 1.07 0.59 0.05
C 3.45 -0.98 2.57
C 2.01 -1.07 3.03
C 1.75 -2.35 3.82
C 1.60 0.14 3.85
O 1.17 -1.05 1.81
Si 0.55 -2.37 0.96
S -0.04 -1.36 -0.85
O -0.62 -3.16 1.73
C -2.00 -2.89 2.08
C -2.33 -3.85 3.21
C -2.14 -1.45 2.53
C -2.87 -3.17 0.86
O 1.81 -3.35 0.71
C 1.85 -4.73 0.25
C 3.28 -4.94 -0.23
C 1.53 -5.64 1.43
C 0.86 -4.92 -0.89
H 4.12 -0.96 3.44
H 3.62 -0.06 2.01
H 3.71 -1.83 1.94
H 2.34 -2.31 4.73
H 2.04 -3.24 3.26
H 0.70 -2.43 4.10
H 2.08 0.09 4.83
H 0.52 0.16 4.00
H 1.90 1.08 3.37
H -1.65 -3.69 4.05
H -2.21 -4.88 2.88
H -3.35 -3.71 3.55
H -1.51 -1.26 3.41
H -3.18 -1.26 2.81
H -1.86 -0.76 1.74
H -2.72 -4.20 0.52
H -2.63 -2.50 0.04
H -3.92 -3.04 1.11
H 3.98 -4.77 0.58
H 3.51 -4.26 -1.05
H 3.41 -5.97 -0.58
H 2.29 -5.54 2.21
H 1.53 -6.68 1.09
H 0.55 -5.40 1.84
H 1.06 -4.22 -1.69
H -0.17 -4.78 -0.54
H 0.94 -5.93 -1.28
I 1.94 4.05 1.02
C 2.27 2.35 -0.19
H 3.32 2.09 -0.09
H 2.11 2.66 -1.22
C -4.22 1.88 4.36
C -4.75 2.51 3.08
C -5.22 1.46 2.09
C -3.74 3.47 2.45
N -2.53 2.79 1.97
C -2.27 2.21 0.80
N -1.05 1.72 0.86
N -0.57 2.03 2.08
N -1.45 2.66 2.76
H -4.98 1.24 4.80
H -3.95 2.64 5.10
H -3.34 1.27 4.17
H -5.61 3.15 3.33
H -4.41 0.77 1.82
H -5.61 1.90 1.17
H -6.02 0.86 2.52
H -3.39 4.21 3.18
H -4.17 4.00 1.60
H -2.95 2.16 -0.03
```

The energy relative to the best compared isomer or geometry (same formula, charge and spin) comes out at 0.294 eV. The value obtained for the highest occupied orbital energy is -0.440 Ha. As for the spin multiplicity: 1. Its charge is +1.

---

Record 3
Density functional theory data (the ωB97M-V functional and the def2-TZVPD basis) for a 8-piece molecular cluster, C28H71N5O12P overall.

```
117
Properties=species:S:1:pos:R:3
C -1.47 3.15 6.53
C -0.08 2.76 6.10
O 0.13 2.06 5.13
O 0.88 3.27 6.89
C 2.12 3.55 6.23
C 2.08 4.82 5.40
C 1.58 4.63 3.97
C 2.59 3.84 3.14
C 2.17 3.71 1.68
C 2.05 5.07 0.98
N 0.68 5.41 0.63
N -0.44 4.86 1.13
C -1.52 5.42 0.57
N -2.80 5.09 0.82
C -3.12 4.03 1.82
C -3.75 4.52 3.13
C -5.22 4.93 3.05
C -2.90 5.59 3.81
P -4.02 5.89 -0.06
N -3.67 6.17 -1.52
O -5.18 4.83 0.05
O -4.41 7.25 0.71
N -1.07 6.36 -0.29
C 0.23 6.33 -0.24
O 1.04 7.09 -0.95
H -1.60 4.22 6.38
H -1.64 2.86 7.56
H -2.16 2.62 5.88
H 2.85 3.68 7.02
H 2.45 2.68 5.67
H 1.50 5.57 5.94
H 3.09 5.20 5.38
H 1.41 5.63 3.55
H 0.60 4.14 4.02
H 3.53 4.38 3.19
H 2.68 2.84 3.55
H 2.92 3.13 1.15
H 1.25 3.13 1.64
H 2.70 5.09 0.11
H 2.43 5.83 1.66
H -0.42 4.13 1.83
H -2.26 3.43 2.06
H -3.82 3.35 1.34
H -3.73 3.66 3.79
H -5.75 4.22 2.43
H -5.65 4.84 4.04
H -5.37 5.94 2.68
H -1.84 5.34 3.82
H -3.06 6.59 3.41
H -3.21 5.63 4.85
H -3.72 7.16 -1.73
H -5.96 5.22 -0.35
H -4.06 7.26 1.61
H 0.56 7.40 -1.73
C 0.36 0.39 -0.61
C -0.99 0.59 0.06
O -1.23 1.98 0.34
H 1.16 0.77 0.04
H 0.55 -0.66 -0.82
H 0.41 0.95 -1.55
H -1.03 0.05 1.00
H -1.80 0.21 -0.58
H -1.21 2.44 -0.50
C -1.81 -2.96 -3.00
C -3.16 -2.76 -2.34
O -3.39 -1.38 -2.07
H -1.01 -2.59 -2.37
H -1.63 -4.02 -3.20
H -1.76 -2.42 -3.95
H -3.20 -3.29 -1.39
H -3.97 -3.14 -2.98
H -3.37 -0.91 -2.90
C 3.04 -4.22 -3.53
C 1.69 -3.98 -2.87
O 1.47 -2.59 -2.61
H 3.84 -3.85 -2.89
H 3.20 -5.28 -3.70
H 3.10 -3.69 -4.48
H 1.64 -4.49 -1.91
H 0.89 -4.36 -3.51
H 1.50 -2.13 -3.46
C -3.96 -4.26 1.70
C -4.68 -5.11 0.67
O -3.77 -5.86 -0.13
H -3.26 -3.58 1.21
H -4.66 -3.68 2.30
H -3.37 -4.89 2.37
H -5.25 -4.47 -0.01
H -5.38 -5.79 1.16
H -3.27 -6.43 0.46
C -3.33 -6.83 -3.38
C -2.91 -6.99 -4.83
O -2.31 -5.79 -5.30
H -4.03 -6.00 -3.28
H -3.81 -7.74 -3.00
H -2.47 -6.61 -2.75
H -3.78 -7.19 -5.46
H -2.21 -7.82 -4.94
H -1.54 -5.62 -4.75
C 6.83 -6.43 -1.83
C 5.54 -6.92 -1.20
O 4.58 -7.27 -2.20
H 6.63 -5.56 -2.47
H 7.56 -6.14 -1.07
H 7.27 -7.20 -2.47
H 5.09 -6.14 -0.59
H 5.73 -7.79 -0.57
H 4.96 -7.97 -2.74
C 6.93 -3.84 -6.26
C 7.67 -4.20 -4.99
O 7.90 -5.60 -4.90
H 5.98 -4.37 -6.31
H 6.74 -2.77 -6.31
H 7.51 -4.13 -7.14
H 7.08 -3.92 -4.11
H 8.63 -3.67 -4.93
H 8.43 -5.86 -5.66
```

The value obtained for the highest occupied orbital energy is -0.416 Ha. As for the spin multiplicity: 1. Its charge is +1.

---

Record 4
Density functional theory data (the ωB97M-V functional and the def2-TZVPD basis) for C25H23Br45F3N4O2PS as an isolated structure.

```
104
Properties=species:S:1:pos:R:3
N 5.27 0.21 -1.29
P 5.40 -0.53 -2.74
C 3.60 -0.62 -3.40
C 2.63 0.53 -3.02
C 1.13 0.45 -3.51
N 0.04 1.48 -3.24
S -1.28 0.71 -4.06
N -0.69 -0.78 -4.71
C 0.72 -0.83 -4.38
C 1.71 -1.97 -4.80
N 1.38 -3.18 -5.60
C 1.00 -4.34 -4.78
O 0.96 -5.50 -5.28
F 0.71 -4.24 -3.37
C 0.42 -2.91 -6.68
O -0.73 -3.43 -6.75
F 0.76 -2.05 -7.79
C 3.20 -1.87 -4.29
C 4.21 -3.07 -4.68
C 4.50 -3.18 -6.25
F 5.39 -4.31 -6.56
H 5.88 1.05 -1.36
H 6.28 0.17 -3.64
H 5.88 -1.86 -2.45
H 2.98 1.41 -2.39
H 5.22 -2.94 -4.15
H 3.77 -4.08 -4.32
H 3.56 -3.35 -6.90
H 5.00 -2.21 -6.64
C 0.45 1.64 0.52
Br 1.64 0.56 1.61
Br 0.49 3.51 1.04
Br 0.80 1.39 -1.38
H -0.56 1.28 0.71
C 4.90 0.11 4.84
Br 4.57 0.91 6.58
Br 3.59 -1.26 4.42
Br 5.03 1.44 3.44
H 5.87 -0.39 4.90
C -0.93 7.60 -0.09
Br 0.25 7.15 1.38
Br -0.70 6.39 -1.59
Br -2.78 7.70 0.48
H -0.65 8.59 -0.43
C -0.84 4.24 4.84
Br -1.05 5.51 6.29
Br 0.77 3.18 5.03
Br -2.41 3.12 4.63
H -0.74 4.82 3.92
C -2.72 9.23 5.37
Br -2.69 9.21 7.31
Br -0.94 9.08 4.62
Br -3.92 7.89 4.65
H -3.12 10.20 5.07
C 7.56 -3.71 -0.30
Br 7.47 -3.59 -2.24
Br 8.80 -5.08 0.27
Br 7.95 -1.99 0.51
H 6.57 -4.01 0.04
C -6.60 2.22 6.08
Br -6.69 2.35 4.15
Br -5.32 0.88 6.66
Br -6.25 3.94 6.91
H -7.58 1.90 6.43
C 2.99 -4.13 1.30
Br 3.22 -2.79 -0.09
Br 1.53 -5.34 0.90
Br 4.64 -5.08 1.66
H 2.72 -3.60 2.21
C -8.94 -0.61 2.00
Br -8.09 0.35 0.55
Br -7.64 -1.24 3.30
Br -10.33 0.45 2.84
H -9.42 -1.48 1.57
C 7.33 -7.89 -3.78
Br 8.17 -6.97 -5.26
Br 8.63 -8.55 -2.49
Br 5.96 -6.80 -2.93
H 6.82 -8.77 -4.19
C -6.18 -1.86 -2.72
Br -8.04 -1.34 -2.95
Br -5.05 -0.33 -2.37
Br -5.98 -3.24 -1.37
H -5.85 -2.29 -3.67
C -7.72 -2.72 8.20
Br -7.80 -2.59 6.26
Br -6.45 -4.07 8.78
Br -7.38 -1.00 9.02
H -8.71 -3.05 8.54
C 4.69 -1.36 -9.66
Br 4.46 -0.08 -8.21
Br 6.31 -2.41 -9.44
Br 3.12 -2.48 -9.88
H 4.81 -0.78 -10.57
C -10.02 -3.47 11.62
Br -8.85 -3.91 13.10
Br -9.76 -4.67 10.11
Br -11.88 -3.38 12.17
H -9.74 -2.47 11.28
C -0.18 11.14 -2.74
Br -0.14 11.13 -0.80
Br 1.60 10.99 -3.50
Br -1.39 9.79 -3.44
H -0.58 12.11 -3.04
```

The value obtained for the highest occupied orbital energy is -0.311 Ha. As for the spin multiplicity: 1.

---

Record 5
Density functional theory data (the ωB97M-V functional and the def2-TZVPD basis) for a 2-piece molecular cluster, C4H6NO overall.

```
12
Properties=species:S:1:pos:R:3
C 2.65 1.53 -0.32
C 1.93 0.70 0.43
C -2.90 -0.82 -0.42
C 0.90 0.11 0.87
N -1.69 -0.56 -0.19
O -0.87 -1.57 -0.18
H 3.77 1.30 -0.25
H 2.27 2.17 -1.06
H -3.20 -1.94 -0.55
H -3.66 -0.02 -0.54
H 0.31 0.01 1.79
H 0.50 -0.91 0.42
```

The energy relative to the best compared isomer or geometry (same formula, charge and spin) comes out at 1.952 eV. The value obtained for the highest occupied orbital energy is -0.104 Ha. As for the spin multiplicity: 1. Its charge is -1.

---

- Which value of highest occupied orbital energy does entry 1 give?
  -0.347 Ha

---

Please write out number 3 again, unchanged.
Density functional theory data (the ωB97M-V functional and the def2-TZVPD basis) for a 8-piece molecular cluster, C28H71N5O12P overall.

```
117
Properties=species:S:1:pos:R:3
C -1.47 3.15 6.53
C -0.08 2.76 6.10
O 0.13 2.06 5.13
O 0.88 3.27 6.89
C 2.12 3.55 6.23
C 2.08 4.82 5.40
C 1.58 4.63 3.97
C 2.59 3.84 3.14
C 2.17 3.71 1.68
C 2.05 5.07 0.98
N 0.68 5.41 0.63
N -0.44 4.86 1.13
C -1.52 5.42 0.57
N -2.80 5.09 0.82
C -3.12 4.03 1.82
C -3.75 4.52 3.13
C -5.22 4.93 3.05
C -2.90 5.59 3.81
P -4.02 5.89 -0.06
N -3.67 6.17 -1.52
O -5.18 4.83 0.05
O -4.41 7.25 0.71
N -1.07 6.36 -0.29
C 0.23 6.33 -0.24
O 1.04 7.09 -0.95
H -1.60 4.22 6.38
H -1.64 2.86 7.56
H -2.16 2.62 5.88
H 2.85 3.68 7.02
H 2.45 2.68 5.67
H 1.50 5.57 5.94
H 3.09 5.20 5.38
H 1.41 5.63 3.55
H 0.60 4.14 4.02
H 3.53 4.38 3.19
H 2.68 2.84 3.55
H 2.92 3.13 1.15
H 1.25 3.13 1.64
H 2.70 5.09 0.11
H 2.43 5.83 1.66
H -0.42 4.13 1.83
H -2.26 3.43 2.06
H -3.82 3.35 1.34
H -3.73 3.66 3.79
H -5.75 4.22 2.43
H -5.65 4.84 4.04
H -5.37 5.94 2.68
H -1.84 5.34 3.82
H -3.06 6.59 3.41
H -3.21 5.63 4.85
H -3.72 7.16 -1.73
H -5.96 5.22 -0.35
H -4.06 7.26 1.61
H 0.56 7.40 -1.73
C 0.36 0.39 -0.61
C -0.99 0.59 0.06
O -1.23 1.98 0.34
H 1.16 0.77 0.04
H 0.55 -0.66 -0.82
H 0.41 0.95 -1.55
H -1.03 0.05 1.00
H -1.80 0.21 -0.58
H -1.21 2.44 -0.50
C -1.81 -2.96 -3.00
C -3.16 -2.76 -2.34
O -3.39 -1.38 -2.07
H -1.01 -2.59 -2.37
H -1.63 -4.02 -3.20
H -1.76 -2.42 -3.95
H -3.20 -3.29 -1.39
H -3.97 -3.14 -2.98
H -3.37 -0.91 -2.90
C 3.04 -4.22 -3.53
C 1.69 -3.98 -2.87
O 1.47 -2.59 -2.61
H 3.84 -3.85 -2.89
H 3.20 -5.28 -3.70
H 3.10 -3.69 -4.48
H 1.64 -4.49 -1.91
H 0.89 -4.36 -3.51
H 1.50 -2.13 -3.46
C -3.96 -4.26 1.70
C -4.68 -5.11 0.67
O -3.77 -5.86 -0.13
H -3.26 -3.58 1.21
H -4.66 -3.68 2.30
H -3.37 -4.89 2.37
H -5.25 -4.47 -0.01
H -5.38 -5.79 1.16
H -3.27 -6.43 0.46
C -3.33 -6.83 -3.38
C -2.91 -6.99 -4.83
O -2.31 -5.79 -5.30
H -4.03 -6.00 -3.28
H -3.81 -7.74 -3.00
H -2.47 -6.61 -2.75
H -3.78 -7.19 -5.46
H -2.21 -7.82 -4.94
H -1.54 -5.62 -4.75
C 6.83 -6.43 -1.83
C 5.54 -6.92 -1.20
O 4.58 -7.27 -2.20
H 6.63 -5.56 -2.47
H 7.56 -6.14 -1.07
H 7.27 -7.20 -2.47
H 5.09 -6.14 -0.59
H 5.73 -7.79 -0.57
H 4.96 -7.97 -2.74
C 6.93 -3.84 -6.26
C 7.67 -4.20 -4.99
O 7.90 -5.60 -4.90
H 5.98 -4.37 -6.31
H 6.74 -2.77 -6.31
H 7.51 -4.13 -7.14
H 7.08 -3.92 -4.11
H 8.63 -3.67 -4.93
H 8.43 -5.86 -5.66
```

The value obtained for the highest occupied orbital energy is -0.416 Ha. As for the spin multiplicity: 1. Its charge is +1.

---

- Number 5 is which compound?
  C4H6NO

---

- Among the records above, which one has the lowest highest occupied orbital energy?
  C18H39IN4O3SSiTl